Record 1
Formula: C5H8N
Source: OMol25
Level of theory: the ωB97M-V functional and the def2-TZVPD basis

The geometry in ORCA input format:
```
! RIJCOSX wB97M-V def2-TZVPD def2/J DEFGRID3
* xyz 1 1
C 1.89 0.40 -1.32
C 0.80 0.04 -0.71
N -0.40 -0.78 -0.72
C -0.14 -1.44 0.55
C -0.26 0.07 0.46
C -1.18 1.07 1.03
H 2.27 0.03 -2.30
H 2.41 1.18 -0.77
H -1.05 -1.01 -1.51
H 0.89 -1.65 0.92
H -0.91 -1.82 1.11
H -1.06 1.08 2.12
H -2.23 0.70 0.66
H -1.03 2.12 0.49
*
```

Computed properties:
ΔE to the lowest compared entry with this formula, charge and spin   4.7132 eV
Orbital gap   0.44242 Ha

***

Record 2
Formula: C5H8N
Source: OMol25
Level of theory: the ωB97M-V functional and the def2-TZVPD basis

The geometry in ORCA input format:
```
! RIJCOSX wB97M-V def2-TZVPD def2/J DEFGRID3
* xyz 1 1
C 2.90 0.02 0.16
C 1.67 0.25 -0.34
C 0.56 -0.64 -0.11
C -0.40 -1.50 0.05
N -1.09 -0.35 -0.49
C -1.92 0.50 0.28
H 3.67 0.64 -0.22
H 3.17 -0.64 1.10
H 1.62 0.94 -1.06
H -0.98 -2.29 0.49
H -1.34 -0.34 -1.50
H -2.53 1.23 -0.31
H -2.72 -0.19 0.67
H -1.37 0.88 1.05
*
```

Computed properties:
ΔE to the lowest compared entry with this formula, charge and spin   4.5767 eV
Orbital gap   0.36819 Ha

***

Record 3
Formula: C5H8N
Source: OMol25
Level of theory: the ωB97M-V functional and the def2-TZVPD basis

The geometry in ORCA input format:
```
! RIJCOSX wB97M-V def2-TZVPD def2/J DEFGRID3
* xyz 1 1
C -0.33 1.26 -2.28
C 0.01 0.01 -1.60
C 0.05 0.11 -0.18
C 0.38 1.37 0.52
C -0.55 -0.94 0.54
N -0.68 2.30 -2.85
H -0.62 -0.84 -1.94
H 1.02 -0.42 -2.10
H 0.81 1.39 1.60
H -0.64 1.83 0.50
H 1.03 1.99 -0.13
H -0.40 -1.74 -0.12
H -1.72 -1.01 0.59
H -0.13 -0.95 1.51
*
```

Computed properties:
ΔE to the lowest compared entry with this formula, charge and spin   3.9551 eV
Orbital gap   0.32645 Ha

***

Record 4
Formula: C5H8N
Source: OMol25
Level of theory: the ωB97M-V functional and the def2-TZVPD basis

The geometry in ORCA input format:
```
! RIJCOSX wB97M-V def2-TZVPD def2/J DEFGRID3
* xyz 1 1
C 2.45 -0.52 -0.24
C 1.17 -0.29 -0.22
C -0.05 0.21 -0.21
C -0.65 0.83 -1.43
N -1.04 0.08 0.80
C -0.99 -0.55 1.90
H 3.02 0.41 -0.16
H 2.93 -1.57 -0.42
H 0.02 0.89 -2.28
H -1.27 1.65 -1.04
H -1.49 0.27 -1.82
H -2.00 0.26 0.33
H -1.97 -0.63 2.39
H -0.13 -1.05 2.41
*
```

Computed properties:
ΔE to the lowest compared entry with this formula, charge and spin   3.4239 eV
Orbital gap   0.31222 Ha

***

Record 5
Formula: C5H8N
Source: OMol25
Level of theory: the ωB97M-V functional and the def2-TZVPD basis

The geometry in ORCA input format:
```
! RIJCOSX wB97M-V def2-TZVPD def2/J DEFGRID3
* xyz 1 1
C 0.56 1.44 0.10
C 1.07 0.26 -0.04
C -1.43 -0.29 0.82
C -1.58 -0.04 -0.64
C 1.77 -0.95 -0.29
N -0.48 0.49 0.10
H 1.35 4.29 0.09
H -2.08 0.25 1.58
H -1.22 -1.25 1.19
H -1.15 -0.89 -1.22
H -2.45 0.51 -0.96
H 2.78 -0.84 0.06
H 1.53 -1.39 -1.21
H 1.32 -1.60 0.44
*
```

Computed properties:
ΔE to the lowest compared entry with this formula, charge and spin   10.1447 eV
Orbital gap (spin up / spin down)   0.26451 / 0.44138 Ha

***

Record 6
Formula: C5H8N
Source: OMol25
Level of theory: the ωB97M-V functional and the def2-TZVPD basis

The geometry in ORCA input format:
```
! RIJCOSX wB97M-V def2-TZVPD def2/J DEFGRID3
* xyz 1 1
C 0.54 -0.75 -0.29
C -0.13 0.53 -0.01
C 1.67 -0.81 0.65
C 1.82 0.14 -0.37
C -2.96 0.21 -0.07
N 0.95 1.25 -0.06
H 0.08 -1.57 -0.81
H 1.53 -0.38 1.68
H 2.12 -1.81 0.69
H 2.58 0.18 -1.19
H -3.16 -0.28 0.90
H -3.53 1.22 -0.17
H -2.55 -0.19 -1.01
H 1.03 2.27 0.08
*
```

Computed properties:
ΔE to the lowest compared entry with this formula, charge and spin   7.3693 eV
Orbital gap (spin up / spin down)   0.24996 / 0.33606 Ha

***

Record 7
Formula: C5H8N
Source: OMol25
Level of theory: the ωB97M-V functional and the def2-TZVPD basis

The geometry in ORCA input format:
```
! RIJCOSX wB97M-V def2-TZVPD def2/J DEFGRID3
* xyz 1 1
C 2.86 0.38 -0.48
C 1.96 -0.54 0.32
C 0.66 -0.44 0.36
C -0.50 -0.20 0.12
N -1.68 -0.36 0.41
C -2.98 0.29 -0.14
H 3.24 -0.10 -1.50
H 3.69 0.54 0.03
H 2.41 1.32 -0.71
H 2.43 -1.17 1.11
H -1.99 -1.12 1.06
H -3.87 0.01 0.55
H -3.05 1.36 0.03
H -3.21 0.04 -1.17
*
```

Computed properties:
ΔE to the lowest compared entry with this formula, charge and spin   3.8073 eV
Orbital gap   0.36125 Ha

***

Record 8
Formula: C5H8N
Source: OMol25
Level of theory: the ωB97M-V functional and the def2-TZVPD basis

The geometry in ORCA input format:
```
! RIJCOSX wB97M-V def2-TZVPD def2/J DEFGRID3
* xyz 1 1
C 0.25 0.11 0.83
C 0.04 1.37 0.89
C 0.06 -0.46 -0.64
C -0.05 -1.72 -1.17
C -0.13 2.81 0.93
N 0.45 -2.91 -0.79
H -0.39 0.25 -1.24
H -0.40 -1.57 -2.16
H -0.76 3.08 1.80
H -0.99 3.17 0.25
H 0.86 3.19 0.75
H 0.10 -3.68 -1.33
H 0.44 -0.49 1.67
H 0.53 -3.15 0.21
*
```

Computed properties:
ΔE to the lowest compared entry with this formula, charge and spin   4.3877 eV
Orbital gap   0.24029 Ha

***

Record 9
Formula: C5H8N2
Source: OMol25
Level of theory: the ωB97M-V functional and the def2-TZVPD basis

The geometry in ORCA input format:
```
! RIJCOSX wB97M-V def2-TZVPD def2/J DEFGRID3
* xyz 0 1
C 0.91 1.63 0.87
C 0.35 0.66 -0.15
C 1.17 -0.42 -0.73
N 0.18 -0.71 0.29
C -0.99 -1.45 -0.16
C -2.26 -0.77 0.11
N -3.27 -0.23 0.27
H 1.65 1.12 1.50
H 0.12 2.01 1.53
H 1.38 2.48 0.38
H -0.42 1.07 -0.80
H 0.93 -0.72 -1.76
H 2.22 -0.57 -0.46
H -0.97 -1.67 -1.24
H -1.01 -2.42 0.35
*
```

Computed properties:
ΔE to the lowest compared entry with this formula, charge and spin   1.7115 eV
Orbital gap   0.39367 Ha

***

Record 10
Formula: C5H8N2
Source: OMol25
Level of theory: the ωB97M-V functional and the def2-TZVPD basis

The geometry in ORCA input format:
```
! RIJCOSX wB97M-V def2-TZVPD def2/J DEFGRID3
* xyz 0 1
C -0.60 2.26 0.59
N -0.72 0.95 -0.08
C -1.65 -0.10 0.55
C -0.88 -1.20 0.29
C 0.42 -0.85 -0.25
C 1.54 -1.81 -0.54
N 0.57 0.42 -0.47
H -1.60 2.67 0.73
H 0.00 2.91 -0.05
H -0.10 2.13 1.55
H -1.22 1.11 -0.96
H -1.20 -2.23 0.45
H 1.26 -2.48 -1.36
H 1.72 -2.44 0.34
H 2.46 -1.28 -0.80
*
```

Computed properties:
ΔE to the lowest compared entry with this formula, charge and spin   3.4479 eV
Orbital gap   0.34319 Ha

***

Record 11
Formula: C5H8N2
Source: OMol25
Level of theory: the ωB97M-V functional and the def2-TZVPD basis

The geometry in ORCA input format:
```
! RIJCOSX wB97M-V def2-TZVPD def2/J DEFGRID3
* xyz 0 1
C 0.32 0.03 -2.49
C 0.23 -0.03 -0.96
C -1.00 0.06 -0.40
N -0.91 0.08 0.95
C 0.36 0.01 1.43
N 0.25 -0.23 2.88
C 1.19 -0.13 0.10
H 1.31 0.21 -2.91
H -0.05 -0.90 -2.94
H -0.34 0.82 -2.86
H -1.94 0.30 -0.87
H -1.73 -0.11 1.51
H 0.79 0.19 3.61
H -0.69 -0.45 3.24
H 2.20 0.14 -0.29
*
```

Computed properties:
ΔE to the lowest compared entry with this formula, charge and spin   2.1845 eV
Orbital gap   0.29482 Ha

***

Record 12
Formula: C5H8N2
Source: OMol25
Level of theory: the ωB97M-V functional and the def2-TZVPD basis

The geometry in ORCA input format:
```
! RIJCOSX wB97M-V def2-TZVPD def2/J DEFGRID3
* xyz 0 1
C -2.23 -0.30 0.34
C -0.94 -0.09 -0.38
C -0.47 1.14 -0.73
N 0.91 1.11 -0.66
C 1.30 -0.14 -0.24
N 2.63 -0.33 0.21
C 0.19 -0.93 -0.15
H -2.96 0.49 0.15
H -2.70 -1.28 0.21
H -1.95 -0.22 1.40
H -1.01 2.05 -0.95
H 1.53 1.90 -0.71
H 2.66 -0.10 1.20
H 2.88 -1.31 0.14
H 0.16 -1.97 0.16
*
```

Computed properties:
ΔE to the lowest compared entry with this formula, charge and spin   0.6195 eV
Orbital gap   0.31969 Ha

***

Record 13
Formula: C5H8N2
Source: OMol25
Level of theory: the ωB97M-V functional and the def2-TZVPD basis

The geometry in ORCA input format:
```
! RIJCOSX wB97M-V def2-TZVPD def2/J DEFGRID3
* xyz 0 1
C 1.13 1.78 -0.89
C 1.28 0.36 -0.35
C 0.04 -0.17 0.30
C -1.14 -0.47 -0.36
N -1.78 -1.36 0.47
C -0.98 -1.61 1.54
N 0.11 -0.88 1.46
H 2.09 2.18 -1.20
H 0.40 1.90 -1.68
H 0.81 2.40 -0.06
H 2.12 0.34 0.35
H 1.53 -0.33 -1.16
H -1.79 0.11 -0.99
H -2.72 -1.73 0.44
H -1.11 -2.51 2.12
*
```

Computed properties:
ΔE to the lowest compared entry with this formula, charge and spin   0.5296 eV
Orbital gap   0.34676 Ha

***

Record 14
Formula: C5H8N2
Source: OMol25
Level of theory: the ωB97M-V functional and the def2-TZVPD basis

The geometry in ORCA input format:
```
! RIJCOSX wB97M-V def2-TZVPD def2/J DEFGRID3
* xyz 0 1
C -1.62 -2.00 -0.67
C 0.01 1.51 1.97
C -0.47 1.05 0.75
C 0.79 0.83 0.16
N 1.10 0.82 -1.17
C 1.77 0.78 1.22
N 1.17 0.96 2.38
H -2.27 -1.27 -1.16
H -0.76 -2.21 -1.30
H -2.19 -2.92 -0.51
H -1.37 1.35 0.23
H 1.95 1.26 -1.48
H 0.34 0.84 -1.84
H 2.84 0.59 1.12
H -1.29 -1.60 0.29
*
```

Computed properties:
ΔE to the lowest compared entry with this formula, charge and spin   4.2284 eV
Orbital gap (spin up / spin down)   0.28423 / 0.28355 Ha

***

Record 15
Formula: C5H8N2
Source: OMol25
Level of theory: the ωB97M-V functional and the def2-TZVPD basis

The geometry in ORCA input format:
```
! RIJCOSX wB97M-V def2-TZVPD def2/J DEFGRID3
* xyz 0 1
C 1.44 -0.82 -0.72
C 1.03 -0.02 1.47
C 0.31 -0.75 0.34
C -0.83 0.14 -0.10
N -1.81 -0.24 -1.02
C -0.65 1.32 0.50
N 0.46 1.18 1.40
H 1.95 0.15 -0.79
H 2.19 -1.55 -0.41
H 1.06 -1.08 -1.71
H 0.00 -1.77 0.59
H -2.59 0.40 -1.06
H -2.15 -1.18 -0.87
H -1.20 2.25 0.43
H 0.78 1.95 1.96
*
```

Computed properties:
ΔE to the lowest compared entry with this formula, charge and spin   2.3414 eV
Orbital gap   0.33094 Ha

***

Record 16
Formula: C5H8N2
Source: OMol25
Level of theory: the ωB97M-V functional and the def2-TZVPD basis

The geometry in ORCA input format:
```
! RIJCOSX wB97M-V def2-TZVPD def2/J DEFGRID3
* xyz 0 1
C 2.12 -0.09 0.58
C 1.19 0.03 -0.78
C 0.67 1.24 -0.29
N -0.58 1.21 0.10
N -1.01 0.02 -0.37
C -2.31 -0.41 0.06
C -0.04 -0.69 -0.96
H 3.16 0.17 0.43
H 1.98 -1.08 0.97
H 1.79 0.56 1.43
H 1.31 2.09 -0.14
H -3.05 0.34 -0.21
H -2.29 -0.51 1.15
H -2.54 -1.38 -0.38
H -0.38 -1.51 -1.60
*
```

Computed properties:
ΔE to the lowest compared entry with this formula, charge and spin   3.8783 eV
Orbital gap   0.32004 Ha

***

Record 17
Formula: C5H8N2
Source: OMol25
Level of theory: the ωB97M-V functional and the def2-TZVPD basis

The geometry in ORCA input format:
```
! RIJCOSX wB97M-V def2-TZVPD def2/J DEFGRID3
* xyz 0 1
C -1.89 -0.89 0.33
C -0.70 -0.19 -0.27
C -0.45 1.26 -0.09
N 0.32 0.27 0.65
C 1.72 0.19 0.33
C 2.14 -1.25 -0.25
N 2.42 -0.56 -1.20
H -2.18 -0.40 1.27
H -1.67 -1.93 0.54
H -2.75 -0.85 -0.36
H -0.33 -0.62 -1.21
H 0.07 1.79 -0.90
H -1.12 1.87 0.50
H 2.05 0.89 -0.50
H 2.38 0.42 1.16
*
```

Computed properties:
ΔE to the lowest compared entry with this formula, charge and spin   4.6250 eV
Orbital gap   0.38270 Ha

***

Record 18
Formula: C5H8N2
Source: OMol25
Level of theory: the ωB97M-V functional and the def2-TZVPD basis

The geometry in ORCA input format:
```
! RIJCOSX wB97M-V def2-TZVPD def2/J DEFGRID3
* xyz 0 1
C 0.69 0.14 2.35
C 0.60 0.12 0.86
C 0.36 -0.86 -0.02
C 0.18 -0.18 -1.34
C -1.31 0.02 -1.72
N 0.59 1.21 -1.07
N 0.74 1.37 0.16
H 1.58 -0.37 2.71
H -0.19 -0.33 2.81
H 0.73 1.18 2.68
H 0.28 -1.92 0.18
H 0.74 -0.61 -2.18
H -1.39 0.85 -2.42
H -1.87 0.28 -0.82
H -1.74 -0.87 -2.17
*
```

Computed properties:
ΔE to the lowest compared entry with this formula, charge and spin   1.6637 eV
Orbital gap   0.35914 Ha

***

Record 19
Formula: C5H8N2
Source: OMol25
Level of theory: the ωB97M-V functional and the def2-TZVPD basis

The geometry in ORCA input format:
```
! RIJCOSX wB97M-V def2-TZVPD def2/J DEFGRID3
* xyz 0 1
C 1.08 -0.44 -0.97
C 0.69 0.32 0.55
C -0.12 1.47 -0.03
N -1.01 0.37 -0.48
C -0.69 -0.32 0.78
C -0.71 -1.78 0.89
N -0.68 -2.93 1.02
H 0.63 -0.03 -1.91
H 2.15 -0.39 -1.09
H 0.73 -1.49 -1.01
H 1.30 0.51 1.47
H 0.42 2.07 -0.77
H -0.65 2.12 0.67
H -1.94 0.51 -0.79
H -1.29 0.10 1.60
*
```

Computed properties:
ΔE to the lowest compared entry with this formula, charge and spin   3.3682 eV
Orbital gap   0.37694 Ha

***

Record 20
Formula: C5H8N2
Source: OMol25
Level of theory: the ωB97M-V functional and the def2-TZVPD basis

The geometry in ORCA input format:
```
! RIJCOSX wB97M-V def2-TZVPD def2/J DEFGRID3
* xyz 0 1
N -0.01 -2.43 1.99
C 0.13 -1.41 1.47
C 0.33 -0.07 0.85
N 0.08 1.03 1.76
C -0.51 0.06 -0.40
C -0.05 -0.63 -1.66
C 0.04 0.87 -1.54
H 1.38 -0.03 0.55
H 0.62 0.92 2.61
H -0.90 1.03 2.03
H -1.59 0.10 -0.22
H 0.86 -1.22 -1.60
H -0.81 -1.04 -2.31
H -0.64 1.48 -2.12
H 1.02 1.31 -1.38
*
```

Computed properties:
ΔE to the lowest compared entry with this formula, charge and spin   1.2491 eV
Orbital gap   0.41522 Ha